Entry one
Density functional theory data (ωB97M-V/def2-TZVPD) for 2 unconnected molecules or ions with the total composition CH6N2S2.

XYZ file:
```
11
CH6N2S2 | OMol25 | ωB97M-V/def2-TZVPD
S 0.67486 0.46172 -3.33706
S -1.11629 0.84541 -2.31371
H 1.07342 1.73587 -3.53661
H -1.75101 -0.19311 -2.90522
N 0.88243 -0.98312 1.20238
C 0.10348 -0.24775 2.07387
N -1.14685 -0.34775 2.21631
H 1.59824 -0.46116 0.73886
H 0.52887 -1.82819 0.79174
H 0.74567 0.50661 2.56482
H -1.59282 0.51147 2.50460
```

## Properties
SMILES   [H]/N=C/N.SS
Total charge   0
HOMO   -8.8602 eV
Orbital gap   9.074 eV

Entry two
Density functional theory data (ωB97M-V/def2-TZVPD) for 2 unconnected molecules or ions with the total composition CH6N2S2.

XYZ file:
```
11
CH6N2S2 | OMol25 | ωB97M-V/def2-TZVPD
S 4.12068 -0.26387 0.91520
S 2.64875 1.06279 0.29305
H 3.44329 -1.38544 0.63565
H 2.04880 1.20378 1.48675
N -1.30902 -1.05202 -0.36071
C -2.04448 0.09076 -0.48216
N -1.62582 1.11202 -1.12454
H -0.32501 -0.94323 -0.55195
H -1.58656 -1.70665 0.34997
H -2.99471 0.09354 0.03033
H -2.37592 1.78832 -1.19158
```

## Properties
SMILES   [H]/N=C/N.SS
Total charge   0
HOMO   -9.3888 eV
Orbital gap   9.805 eV

Entry three
Density functional theory data (ωB97M-V/def2-TZVPD) for 2 unconnected molecules or ions with the total composition CH6N2S2.

XYZ file:
```
11
CH6N2S2 | OMol25 | ωB97M-V/def2-TZVPD
S 6.11893 1.29173 -4.05814
S 4.76254 2.95556 -3.83918
H 5.02139 0.54360 -3.95495
H 3.94850 2.42423 -4.76050
N -2.62097 -0.14236 1.84713
C -2.81387 -1.35183 2.59688
N -3.94295 -1.93102 2.62913
H -1.61615 0.05875 1.86089
H -3.14106 0.74101 1.68630
H -1.88146 -1.74816 3.03181
H -3.83491 -2.84151 2.96063
```

## Properties
SMILES   [H]/N=C/N.SS
Total charge   0
HOMO   -9.0868 eV
Orbital gap   9.030 eV

Q: Which of them is the least stable? A: entry three.

Entry one
Density functional theory data (ωB97M-V/def2-TZVPD) for C4H7N3 in the gas phase.

XYZ file:
```
14
C4H7N3 | OMol25 | ωB97M-V/def2-TZVPD
C -1.87580 -0.82864 -0.50309
C -0.62907 -0.08726 -0.43324
C 0.40176 -0.27702 0.49214
C 0.46970 -1.32761 1.53829
H -2.56885 -0.63234 0.27856
H -2.47164 -0.75306 -1.44686
H -1.76108 -1.94185 -0.45058
H 1.38869 2.26442 -0.75340
H 0.61637 -0.88128 2.58770
H -0.50316 -1.76312 1.52468
H 1.20460 -2.15268 1.29952
N -0.21668 0.98493 -1.11190
N 0.92824 1.36530 -0.62907
N 1.27352 0.64735 0.36895
```

## Properties
SMILES   Cc1n[nH]nc1C
Total charge   0
HOMO   -9.5674 eV
Orbital gap   10.672 eV

Entry two
Density functional theory data (ωB97M-V/def2-TZVPD) for C4H7N3 in the gas phase.

XYZ file:
```
14
C4H7N3 | OMol25 | ωB97M-V/def2-TZVPD
C -0.13867 1.43911 -1.14954
C -0.94321 0.77739 1.21399
C 0.27226 -1.07573 1.46861
C 0.28593 -0.68024 0.17444
H -1.19440 1.92370 -1.33402
H 0.72272 2.19137 -0.88499
H 0.24241 0.81249 -2.04975
H -1.77797 1.58396 1.41538
H 0.76492 -1.89234 1.91641
H 0.30082 -2.37706 -0.93085
H 1.70160 -1.64829 -0.98707
N -0.39240 0.54402 0.02976
N -0.52608 -0.19589 2.11644
N 0.68207 -1.40248 -0.99881
```

## Properties
SMILES   Cn1cncc1N
Total charge   0
HOMO   -8.3228 eV
Orbital gap   9.154 eV

Entry three
Density functional theory data (ωB97M-V/def2-TZVPD) for C4H7N3 in the gas phase.

XYZ file:
```
14
C4H7N3 | OMol25 | ωB97M-V/def2-TZVPD
C 2.31180 0.36914 0.11726
N 1.26320 0.61624 -0.71316
C 0.02746 0.19409 -0.52450
N -1.05026 0.55233 -1.29096
N -2.05955 0.09739 -0.57021
C -1.79662 -0.52893 0.57264
C -0.31872 -0.54585 0.72528
H 0.12922 0.00895 1.59098
H 2.26159 -0.52285 0.72608
H 3.27091 0.75934 -0.19032
H 1.40210 1.25248 -1.49007
H -2.98920 0.24400 -0.94025
H -2.58162 -0.93817 1.19058
H 0.12971 -1.55817 0.79663
```

## Properties
Total charge   0
HOMO (spin up / spin down)   -6.3160 / -5.7266 eV
Orbital gap (spin up / spin down)   7.355 / 6.685 eV

Entry four
Density functional theory data (ωB97M-V/def2-TZVPD) for C4H7N3 in the gas phase.

XYZ file:
```
14
C4H7N3 | OMol25 | ωB97M-V/def2-TZVPD
N 1.80610 -1.58711 0.38748
C 0.58703 -0.96404 0.22005
C 0.11300 0.29539 -0.37414
C -0.48343 1.23442 0.60252
N -0.65422 2.42591 0.03388
C -1.31474 -0.57220 -0.54559
N -0.59000 -1.53023 0.25871
H 1.88646 -2.48914 -0.06787
H 2.60130 -0.99672 0.19556
H 0.74315 0.71349 -1.18401
H -1.17636 3.13608 0.52605
H -0.34623 2.69397 -0.90355
H -2.19363 -0.24024 0.04652
H -0.90410 -2.32451 0.79977
```

## Properties
Total charge   0
HOMO   -6.6828 eV
Orbital gap   7.508 eV

Q: Which of them is the least stable? A: entry four.

Entry one
Density functional theory data (ωB97M-V/def2-TZVPD) for C4H7N3 in the gas phase.

XYZ file:
```
14
C4H7N3 | OMol25 | ωB97M-V/def2-TZVPD
N -2.50448 -0.29989 -0.14707
C -1.12976 -0.02495 0.07237
C -0.04455 -0.85635 0.22427
C 1.12587 -0.05219 0.12946
N 2.44300 -0.54712 0.23736
C 0.71547 1.25228 -0.03083
N -0.66650 1.25125 -0.04497
H -2.57401 -1.04364 -0.83388
H -2.96295 -0.64395 0.68891
H -0.08855 -1.92264 0.40996
H 3.12479 0.10491 -0.12964
H 2.54428 -1.42674 -0.25644
H 1.28448 2.16994 -0.09734
H -1.26709 2.03910 -0.22216
```

## Properties
SMILES   Nc1c[nH]c(N)c1
Total charge   0
HOMO   -7.4309 eV
Orbital gap   8.513 eV

Entry two
Density functional theory data (ωB97M-V/def2-TZVPD) for C4H7N3 in the gas phase.

XYZ file:
```
14
C4H7N3 | OMol25 | ωB97M-V/def2-TZVPD
C -1.04969 0.58267 0.19329
N 1.29912 -1.33032 -0.52453
C -0.36324 1.07277 -1.06715
C -0.39075 -0.40507 0.99888
C 0.75481 -1.06939 0.68420
N -2.20512 1.08961 0.37601
N 0.78724 1.57108 -1.18192
H -2.61515 0.88852 1.28706
H 2.06034 -1.97699 -0.61755
H 0.92073 -0.91624 -1.35960
H 1.32187 1.59258 -0.31099
H -0.98314 1.04742 -1.96049
H -0.79106 -0.54265 1.99593
H 1.25406 -1.60398 1.48685
```

## Properties
SMILES   [H]\N=C/C(/C=C\N)=N/[H]
Total charge   0
HOMO   -8.3781 eV
Orbital gap   8.976 eV

Q: Which of them is the least stable? A: entry two.